# C80H191Hg2N17O25

C80H191Hg2N17O25 as an isolated structure at a distorted geometry (ωB97M-V with the def2-TZVPD basis set, the Open Molecules 2025 dataset).

Each line ends with the Löwdin charge.
Geometry (Å):
1 Hg 1.20 -4.41 -0.81  1.220
2 Hg 2.09 3.27 -0.95  1.179
3 C 3.52 -0.71 -0.84  -0.005
4 C 3.04 -2.06 -1.18  -0.263
5 C 2.42 -2.24 -2.67  -0.253
6 O 1.97 -3.35 -2.98  -0.119
7 C 2.49 -1.12 -3.67  -0.018
8 C 3.04 0.03 -3.27  -0.321
9 C 3.55 0.23 -1.76  -0.304
10 O 3.69 1.40 -1.20  -0.137
11 O 3.30 0.90 -4.23  -0.105
12 O 2.95 -3.02 -0.39  -0.126
13 H 3.82 -0.57 0.19  0.116
14 H 2.22 -1.21 -4.71  0.095
15 C 0.14 0.34 1.70  -0.002
16 C -0.21 -0.90 1.29  -0.364
17 C -0.38 -1.23 -0.16  -0.330
18 O -0.36 -2.39 -0.66  -0.093
19 C -0.25 -0.28 -1.16  0.016
20 C 0.13 1.07 -0.82  -0.298
21 C 0.42 1.42 0.72  -0.273
22 O 1.03 2.46 0.95  -0.084
23 O 0.41 1.99 -1.60  -0.130
24 O -0.51 -1.76 2.23  -0.082
25 H 0.20 0.60 2.74  0.101
26 H -0.21 -0.42 -2.23  0.087
27 C -2.49 0.16 4.98  -0.071
28 C -2.11 -0.67 6.20  -0.414
29 C -0.62 -0.95 6.12  -0.202
30 O -0.01 -1.46 7.30  -0.179
31 C 1.26 -2.04 7.16  -0.112
32 N -2.44 0.13 7.37  0.046
33 H -2.46 -0.43 4.07  0.068
34 H -1.87 1.03 4.74  0.066
35 H -3.49 0.59 4.98  0.069
36 H -2.65 -1.61 6.20  0.128
37 H -0.10 -0.02 5.90  0.115
38 H -0.47 -1.61 5.26  0.123
39 H 1.95 -1.27 6.82  0.072
40 H 1.30 -2.87 6.45  0.070
41 H 1.67 -2.47 8.07  0.090
42 H -1.60 0.61 7.68  0.067
43 H -2.51 -0.55 8.12  0.066
44 C -3.49 4.73 0.23  -0.014
45 C -2.74 3.48 -0.37  -0.396
46 C -3.71 2.23 -0.60  -0.144
47 O -4.45 1.93 0.61  -0.196
48 C -3.57 1.47 1.60  -0.106
49 N -2.22 3.74 -1.68  0.046
50 H -4.37 4.80 -0.41  0.079
51 H -2.91 5.65 0.18  0.054
52 H -3.65 4.52 1.29  0.077
53 H -1.90 3.27 0.28  0.106
54 H -3.32 1.30 -1.01  0.091
55 H -4.43 2.63 -1.31  0.117
56 H -2.98 2.34 1.90  0.077
57 H -2.99 0.60 1.30  0.088
58 H -4.21 1.17 2.42  0.072
59 H -2.94 3.98 -2.35  0.051
60 H -1.75 2.92 -2.03  0.053
61 C 2.63 -3.47 -7.01  -0.046
62 C 2.87 -4.84 -6.40  -0.412
63 C 4.35 -5.26 -6.19  -0.231
64 O 5.12 -5.08 -7.32  -0.158
65 C 4.72 -5.90 -8.40  -0.114
66 N 2.06 -4.91 -5.20  0.062
67 H 1.57 -3.23 -6.93  0.062
68 H 2.96 -3.33 -8.04  0.070
69 H 3.14 -2.69 -6.45  0.076
70 H 2.52 -5.65 -7.03  0.122
71 H 4.49 -6.16 -5.59  0.109
72 H 4.76 -4.50 -5.51  0.120
73 H 4.61 -6.96 -8.16  0.091
74 H 5.42 -5.84 -9.23  0.085
75 H 3.80 -5.60 -8.91  0.076
76 H 1.08 -5.06 -5.38  0.037
77 H 2.14 -4.17 -4.51  0.017
78 C 4.42 -6.95 -0.29  -0.068
79 C 4.30 -5.73 -1.16  -0.351
80 C 5.48 -5.74 -2.21  -0.163
81 O 5.51 -6.84 -3.12  -0.221
82 C 6.60 -6.89 -4.02  -0.097
83 N 2.93 -5.75 -1.80  0.039
84 H 3.62 -7.10 0.44  0.065
85 H 5.29 -6.97 0.37  0.081
86 H 4.51 -7.85 -0.91  0.083
87 H 4.35 -4.82 -0.58  0.115
88 H 6.45 -5.59 -1.72  0.125
89 H 5.29 -4.91 -2.90  0.116
90 H 6.57 -7.85 -4.54  0.094
91 H 7.46 -6.92 -3.35  0.085
92 H 6.64 -6.03 -4.69  0.081
93 H 3.06 -5.20 -2.64  0.041
94 H 2.85 -6.66 -2.24  0.072
95 C 4.44 2.58 1.87  -0.044
96 C 4.24 4.06 1.67  -0.388
97 C 5.40 4.96 2.13  -0.189
98 O 6.51 4.63 1.34  -0.226
99 C 7.74 5.16 1.79  -0.083
100 N 3.97 4.25 0.24  0.064
101 H 3.57 2.02 1.51  0.052
102 H 4.72 2.27 2.88  0.084
103 H 5.30 2.31 1.26  0.087
104 H 3.35 4.39 2.21  0.109
105 H 5.66 4.92 3.19  0.121
106 H 5.02 5.98 2.09  0.102
107 H 7.71 6.25 1.84  0.091
108 H 8.44 4.95 0.99  0.090
109 H 8.04 4.67 2.72  0.095
110 H 4.91 4.10 -0.07  0.054
111 H 3.91 5.25 0.10  0.045
112 C -0.86 4.20 3.65  -0.018
113 C -0.55 5.25 2.51  -0.391
114 C -0.95 6.70 2.93  -0.173
115 O -2.33 6.69 3.24  -0.176
116 C -2.79 7.97 3.45  -0.136
117 N 0.84 5.17 2.22  0.051
118 H -1.86 4.33 4.06  0.075
119 H -0.28 4.37 4.56  0.062
120 H -0.66 3.17 3.34  0.067
121 H -1.00 5.05 1.54  0.104
122 H -0.73 7.32 2.07  0.112
123 H -0.35 6.85 3.83  0.119
124 H -2.16 8.71 2.95  0.079
125 H -2.74 8.20 4.52  0.090
126 H -3.78 8.15 3.03  0.090
127 H 1.28 4.95 3.10  0.033
128 H 0.77 4.22 1.88  0.031
129 C -2.42 -6.63 -1.93  -0.044
130 C -1.41 -6.11 -2.98  -0.368
131 C -2.11 -5.72 -4.33  -0.161
132 O -1.00 -5.36 -5.18  -0.249
133 C -1.48 -4.88 -6.52  -0.030
134 N -0.72 -4.94 -2.43  0.054
135 H -3.16 -5.94 -1.51  0.069
136 H -1.95 -7.14 -1.10  0.054
137 H -3.07 -7.34 -2.45  0.076
138 H -0.70 -6.91 -3.20  0.128
139 H -2.78 -4.88 -4.13  0.107
140 H -2.63 -6.55 -4.83  0.125
141 H -2.13 -4.03 -6.31  0.074
142 H -2.05 -5.65 -7.04  0.082
143 H -0.66 -4.50 -7.12  0.075
144 H -0.40 -4.57 -3.32  0.059
145 H -1.52 -4.33 -2.34  0.031
146 C -4.06 -4.53 4.98  -0.021
147 C -5.17 -5.11 5.99  -0.410
148 C -4.56 -6.10 7.06  -0.142
149 O -3.88 -7.25 6.44  -0.180
150 C -4.79 -8.15 5.94  -0.158
151 N -5.91 -4.02 6.55  0.019
152 H -3.38 -5.31 4.67  0.066
153 H -3.45 -3.83 5.55  0.056
154 H -4.56 -3.94 4.20  0.047
155 H -5.92 -5.55 5.34  0.112
156 H -5.21 -6.39 7.89  0.114
157 H -3.84 -5.55 7.66  0.120
158 H -5.49 -7.71 5.23  0.078
159 H -5.38 -8.57 6.75  0.084
160 H -4.36 -9.03 5.46  0.088
161 H -6.37 -3.51 5.81  0.057
162 H -6.67 -4.42 7.08  0.071
163 C -0.74 -0.78 -5.08  -0.047
164 C -1.27 0.61 -4.80  -0.420
165 C -2.62 0.70 -3.92  -0.154
166 O -3.73 -0.03 -4.40  -0.213
167 C -4.35 0.43 -5.56  -0.096
168 N -0.22 1.37 -4.28  0.060
169 H 0.07 -0.71 -5.81  0.085
170 H -1.57 -1.41 -5.43  0.071
171 H -0.36 -1.27 -4.19  0.066
172 H -1.53 1.04 -5.77  0.113
173 H -2.82 1.75 -3.73  0.105
174 H -2.38 0.31 -2.93  0.092
175 H -4.82 -0.39 -6.09  0.092
176 H -3.66 0.97 -6.21  0.083
177 H -5.13 1.09 -5.20  0.088
178 H -0.09 1.06 -3.33  0.039
179 H 0.67 1.10 -4.66  0.086
180 C -4.10 -1.67 -0.90  -0.027
181 C -3.95 -2.79 -1.96  -0.408
182 C -5.08 -2.72 -2.97  -0.206
183 O -6.33 -3.00 -2.39  -0.182
184 C -7.28 -1.91 -2.19  -0.067
185 N -2.66 -2.59 -2.51  0.072
186 H -3.26 -1.78 -0.21  0.075
187 H -5.04 -1.85 -0.38  0.070
188 H -4.15 -0.68 -1.36  0.070
189 H -4.01 -3.73 -1.41  0.127
190 H -4.86 -3.43 -3.76  0.117
191 H -5.08 -1.73 -3.44  0.107
192 H -7.56 -1.52 -3.17  0.077
193 H -6.83 -1.07 -1.68  0.073
194 H -8.20 -2.27 -1.73  0.086
195 H -2.01 -2.32 -1.78  0.035
196 H -2.60 -1.90 -3.24  0.060
197 C 0.12 4.59 -6.43  -0.060
198 C -0.69 4.88 -5.17  -0.409
199 C -2.14 4.41 -5.41  -0.168
200 O -2.85 4.84 -4.26  -0.246
201 C -4.25 5.07 -4.45  -0.075
202 N -0.02 4.26 -4.04  0.059
203 H -0.36 4.96 -7.33  0.075
204 H 0.23 3.51 -6.50  0.077
205 H 1.14 4.96 -6.48  0.070
206 H -0.65 5.96 -5.00  0.139
207 H -2.18 3.32 -5.47  0.107
208 H -2.60 4.83 -6.30  0.124
209 H -4.78 5.07 -3.49  0.079
210 H -4.70 4.39 -5.18  0.089
211 H -4.34 6.12 -4.73  0.087
212 H -0.11 3.26 -4.17  0.027
213 H -0.69 4.56 -3.35  0.037
214 C -5.79 -1.53 3.24  -0.066
215 C -6.76 -0.36 3.56  -0.411
216 C -7.66 0.09 2.35  -0.190
217 O -8.34 1.26 2.71  -0.182
218 C -9.46 1.57 1.90  -0.110
219 N -7.47 -0.69 4.79  0.044
220 H -5.00 -1.24 2.55  0.062
221 H -6.26 -2.34 2.69  0.073
222 H -5.35 -2.06 4.08  0.039
223 H -6.06 0.45 3.73  0.110
224 H -8.34 -0.73 2.09  0.122
225 H -7.07 0.28 1.46  0.120
226 H -10.33 1.14 2.38  0.088
227 H -9.50 1.34 0.84  0.082
228 H -9.53 2.66 1.82  0.084
229 H -8.11 0.08 4.86  0.063
230 H -6.85 -0.70 5.58  0.073
231 C 2.96 7.29 4.43  -0.059
232 C 2.37 6.46 5.59  -0.396
233 C 2.89 4.94 5.65  -0.150
234 O 2.23 4.21 4.62  -0.266
235 C 2.09 2.80 4.98  -0.057
236 N 2.60 7.18 6.83  0.022
237 H 3.99 7.57 4.65  0.074
238 H 2.39 8.22 4.36  0.075
239 H 2.88 6.70 3.51  0.051
240 H 1.29 6.46 5.52  0.119
241 H 2.54 4.57 6.61  0.112
242 H 3.95 4.77 5.49  0.121
243 H 2.78 2.51 5.78  0.090
244 H 2.15 2.12 4.13  0.068
245 H 1.07 2.67 5.34  0.074
246 H 3.42 7.76 6.86  0.066
247 H 1.81 7.77 7.05  0.071
248 C -0.71 6.97 -1.45  -0.032
249 C 0.72 6.37 -1.32  -0.368
250 C 1.71 7.38 -0.53  -0.181
251 O 2.98 6.87 -0.59  -0.224
252 C 4.05 7.67 -0.05  -0.056
253 N 0.67 5.05 -0.77  0.024
254 H -1.35 6.32 -2.05  0.057
255 H -0.65 7.95 -1.91  0.082
256 H -1.14 6.99 -0.45  0.061
257 H 1.09 6.28 -2.34  0.101
258 H 1.33 7.45 0.49  0.105
259 H 1.59 8.40 -0.90  0.121
260 H 3.88 7.92 1.00  0.080
261 H 4.02 8.58 -0.65  0.093
262 H 5.06 7.25 -0.07  0.081
263 H -0.24 4.74 -1.08  0.044
264 H 0.56 5.29 0.21  0.034
265 C 3.26 5.90 -4.02  -0.052
266 C 3.67 4.44 -3.94  -0.385
267 C 5.08 4.33 -3.40  -0.155
268 O 5.25 4.95 -2.11  -0.202
269 C 6.57 4.86 -1.63  -0.114
270 N 2.63 3.67 -3.24  0.028
271 H 3.36 6.37 -3.05  0.062
272 H 2.20 5.99 -4.28  0.058
273 H 3.90 6.44 -4.72  0.085
274 H 3.53 4.03 -4.94  0.144
275 H 5.78 4.73 -4.13  0.125
276 H 5.31 3.27 -3.31  0.128
277 H 7.29 5.24 -2.35  0.092
278 H 6.91 3.87 -1.32  0.098
279 H 6.55 5.43 -0.70  0.062
280 H 1.77 3.91 -3.71  0.015
281 H 2.85 2.74 -3.57  0.031
282 C -1.33 -4.96 1.11  -0.055
283 C 0.00 -5.49 1.77  -0.347
284 C 0.39 -6.84 1.16  -0.164
285 O 0.62 -6.68 -0.26  -0.308
286 C 0.78 -7.95 -0.86  -0.102
287 N 0.96 -4.41 1.49  0.028
288 H -1.54 -3.93 1.38  0.060
289 H -2.25 -5.41 1.47  0.080
290 H -1.31 -4.93 0.02  0.032
291 H -0.16 -5.51 2.85  0.142
292 H -0.35 -7.58 1.47  0.132
293 H 1.32 -7.18 1.62  0.117
294 H 1.41 -8.57 -0.23  0.092
295 H 1.14 -7.87 -1.89  0.088
296 H -0.21 -8.41 -0.84  0.084
297 H 1.71 -4.32 2.16  0.035
298 H 0.47 -3.59 1.81  0.048
299 C 3.21 -4.74 5.00  -0.085
300 C 3.21 -3.65 4.09  -0.483
301 C 4.11 -2.43 4.46  -0.131
302 O 4.02 -1.37 3.46  -0.182
303 C 2.81 -0.71 3.34  -0.130
304 N 3.50 -4.22 2.78  0.056
305 H 2.28 -5.30 4.87  0.092
306 H 3.20 -4.37 6.03  0.080
307 H 4.06 -5.42 5.02  0.093
308 H 2.27 -3.10 4.06  0.123
309 H 5.16 -2.71 4.51  0.125
310 H 3.85 -1.94 5.40  0.109
311 H 2.09 -1.33 2.81  0.072
312 H 2.92 0.25 2.84  0.067
313 H 2.34 -0.44 4.28  0.079
314 H 4.40 -4.67 2.87  0.090
315 H 3.65 -3.43 2.17  0.070

The total energy comes out at -170911.1650 eV. The calculation puts the strongest force on any atom at 7.242 eV Å⁻¹. The spin multiplicity is 1. The calculation puts the orbital gap at 6.932 eV.